The following is a DFT calculation (ωB97M-V/def2-TZVPD) of a cluster of 5 separate species, C5H19O5 in total.

Geometry as XYZ:
```
29
C5H19O5 ωB97M-V/def2-TZVPD
C 22.507 6.578 6.781
O 21.365 5.835 6.393
H 23.373 6.204 6.234
H 22.554 7.596 6.397
H 22.797 6.484 7.828
C 20.002 9.280 7.945
O 19.323 8.236 7.278
H 19.414 9.508 8.834
H 21.025 8.986 8.177
H 20.094 10.170 7.323
H 19.244 7.506 7.896
C 21.399 7.370 10.847
O 22.161 8.349 11.578
H 20.855 6.814 11.610
H 20.563 7.842 10.331
H 22.078 6.831 10.186
H 22.741 7.874 12.177
C 20.414 10.457 4.334
O 20.897 9.161 4.618
H 20.941 11.116 5.024
H 20.630 10.766 3.312
H 19.385 10.593 4.667
H 21.851 9.275 4.612
C 24.453 9.544 9.473
O 25.730 9.616 8.885
H 23.885 10.474 9.446
H 23.928 8.717 8.994
H 24.408 9.320 10.539
H 26.229 10.227 9.431
```

LUMO (spin up / spin down), eV: 0.58 / -1.11
⟨S²⟩: 0.75
2S+1: 2
Net charge: 0
HOMO level (spin up / spin down), eV: -10.14 / -10.15
ΔE to the lowest compared entry with this formula, charge and spin, kJ/mol: 0.00
Orbital gap (spin up / spin down), eV: 10.722 / 9.044



The following is a DFT calculation (ωB97M-V/def2-TZVPD) of the molecule C4H4N4.

Geometry as XYZ:
```
12
C4H4N4 ωB97M-V/def2-TZVPD
H -0.097 -1.326 -2.424
N 0.766 -1.141 -1.792
C 0.388 -0.076 -1.170
C 1.376 0.564 -0.118
N 1.075 0.532 1.158
C -0.040 -0.133 1.535
C -1.181 0.004 0.887
N -1.511 0.529 -0.279
N -0.789 0.597 -1.307
H 2.206 1.218 -0.396
H -0.039 -0.575 2.506
H -2.153 -0.195 1.399
```

LUMO, eV: -0.85
Net charge: 0
HOMO level, eV: -9.76
SMILES: [H]/N=c1/cnccnn1
ΔE to the lowest compared entry with this formula, charge and spin, kJ/mol: 339.12
Orbital gap, eV: 8.915



The following is a DFT calculation (ωB97M-V/def2-TZVPD) of a structure of composition C6H10O.

Geometry as XYZ:
```
17
C6H10O ωB97M-V/def2-TZVPD
C 2.141 0.171 0.029
C 0.699 0.015 0.164
C -0.257 1.302 0.216
C -1.623 0.752 0.090
C -1.119 -0.733 -0.314
C -0.230 -1.083 0.874
H 2.633 -0.752 0.229
H 2.543 1.092 0.777
H 2.366 0.752 -1.034
H -0.347 1.852 -1.027
H 0.263 2.084 0.939
H -2.161 1.322 -0.703
H -2.318 0.438 0.876
H -1.673 -1.616 -0.606
H -0.392 -1.064 1.985
H 0.174 -1.989 0.462
O 0.156 -0.582 -1.031
```

LUMO, eV: 1.01
Net charge: 0
HOMO level, eV: -9.42
ΔE to the lowest compared entry with this formula, charge and spin, kJ/mol: 395.46
Orbital gap, eV: 10.425



The following is a DFT calculation (ωB97M-V/def2-TZVPD) of a cluster of 2 separate species, C8H16Cl3F4OSSi in total.

Geometry as XYZ:
```
34
C8H16Cl3F4OSSi ωB97M-V/def2-TZVPD
C 4.274 1.637 -0.280
Si 3.086 0.194 -0.105
C 3.641 -1.201 -1.211
C 3.094 -0.376 1.674
O 1.467 0.642 -0.446
C 1.200 1.759 -1.250
C -0.333 1.961 -1.269
S -1.043 0.604 -0.336
C -2.867 0.859 -0.540
F -3.248 1.531 0.574
F -3.148 1.597 -1.620
C -3.576 -0.510 -0.592
F -2.875 -1.349 0.229
F -3.533 -0.997 -1.856
H 5.144 1.273 -0.815
H 4.625 1.981 0.683
H 3.917 2.497 -0.833
H 3.157 -2.120 -0.904
H 3.373 -1.024 -2.248
H 4.714 -1.320 -1.160
H 2.767 -1.397 1.800
H 4.118 -0.278 2.014
H 2.503 0.298 2.283
H 1.649 2.663 -0.863
H 1.523 1.605 -2.273
H -0.632 2.880 -0.784
H -0.724 1.997 -2.275
H -0.872 -0.439 -1.163
H -4.588 -0.432 -0.208
C -5.286 -2.901 2.676
Cl -4.509 -3.567 4.108
Cl -6.544 -3.974 2.075
Cl -5.939 -1.289 3.008
H -4.533 -2.805 1.906
```

LUMO, eV: -3.45
Net charge: +1
HOMO level, eV: -13.17
ΔE to the lowest compared entry with this formula, charge and spin, kJ/mol: 0.00
Orbital gap, eV: 9.718



The following is a DFT calculation (ωB97M-V/def2-TZVPD) of a structure of composition C32H53NO9P2ReS.

Geometry as XYZ:
```
99
C32H53NO9P2ReS ωB97M-V/def2-TZVPD
Re -1.517 -0.245 -1.269
C 6.218 -0.038 -1.008
C 5.044 0.152 -0.048
C 5.133 1.573 0.543
C 5.173 -0.876 1.088
C 3.698 0.008 -0.722
C 2.542 0.099 0.056
C 1.294 0.012 -0.543
N 0.044 0.080 -0.008
C -0.319 0.440 1.257
C 0.354 0.269 2.454
C -0.181 0.783 3.633
C -1.419 1.451 3.579
C -2.168 1.610 2.434
C -1.614 1.105 1.221
O -2.138 1.208 0.052
C -3.559 2.207 2.437
C -4.550 1.132 1.959
C -3.995 2.673 3.826
C -3.590 3.406 1.477
C 0.557 0.581 4.935
C -0.159 1.202 6.134
C 0.720 -0.928 5.192
C 1.950 1.227 4.808
C 1.197 -0.026 -1.991
O 0.018 0.182 -2.449
C 2.364 -0.267 -2.771
C 3.571 -0.235 -2.099
C 2.289 -0.648 -4.233
C 3.200 0.281 -5.056
C 2.812 -2.093 -4.342
C 0.881 -0.597 -4.819
H 7.149 0.088 -0.463
H 6.201 0.703 -1.804
H 6.220 -1.035 -1.440
H 6.095 1.691 1.036
H 4.351 1.762 1.272
H 5.059 2.317 -0.247
H 6.163 -0.800 1.527
H 5.042 -1.885 0.705
H 4.447 -0.707 1.877
H 2.627 0.236 1.118
H 1.254 -0.321 2.475
H -1.818 1.827 4.503
H -4.553 0.294 2.652
H -4.295 0.766 0.968
H -5.551 1.555 1.930
H -4.032 1.844 4.529
H -4.996 3.090 3.759
H -3.338 3.449 4.211
H -3.345 3.097 0.467
H -2.880 4.164 1.799
H -4.584 3.844 1.475
H -1.132 0.743 6.298
H -0.279 2.276 6.015
H 0.436 1.036 7.027
H -0.255 -1.405 5.259
H 1.242 -1.073 6.134
H 1.292 -1.415 4.408
H 1.857 2.290 4.601
H 2.536 0.765 4.018
H 2.486 1.105 5.744
H 4.471 -0.407 -2.663
H 4.238 0.183 -4.759
H 2.900 1.318 -4.935
H 3.127 0.023 -6.108
H 3.834 -2.178 -3.986
H 2.786 -2.410 -5.380
H 2.184 -2.765 -3.762
H 0.497 0.418 -4.849
H 0.183 -1.213 -4.252
H 0.897 -0.984 -5.834
C -2.014 -4.925 -1.637
C -2.899 -3.739 -1.313
O -4.221 -4.079 -0.965
P -2.344 -2.795 0.153
O -0.773 -2.846 0.333
O -2.882 -3.524 1.432
O -2.740 -1.355 0.132
P -2.776 -2.535 -2.725
O -3.733 -1.269 -2.310
O -3.099 -3.070 -4.038
O -1.393 -1.931 -2.438
H -1.907 -5.592 -0.782
H -1.037 -4.570 -1.965
H -2.456 -5.472 -2.471
H -4.584 -4.661 -1.648
H -0.411 -3.712 0.534
H -3.830 -3.666 1.448
H -4.634 -1.331 -2.632
C -1.637 3.150 -2.727
S -2.054 1.688 -3.713
C -3.820 1.952 -3.982
H -2.319 3.228 -1.888
H -1.689 4.046 -3.343
H -0.623 3.004 -2.367
H -3.979 2.894 -4.503
H -4.340 1.959 -3.030
H -4.168 1.131 -4.602
```

LUMO (spin up / spin down), eV: -8.81 / -8.11
⟨S²⟩: 0.89
2S+1: 2
Net charge: +2
HOMO level (spin up / spin down), eV: -13.20 / -13.27
Orbital gap (spin up / spin down), eV: 4.384 / 5.160



The following is a DFT calculation (ωB97M-V/def2-TZVPD) of a cluster of 5 separate species, C24H41F7N2O6S2 in total.

Geometry as XYZ:
```
82
C24H41F7N2O6S2 ωB97M-V/def2-TZVPD
C -0.319 -1.416 2.790
C -0.200 -2.603 1.806
N -0.313 -2.199 0.395
C -1.124 -3.139 -0.421
C -2.056 -2.345 -1.375
C 0.880 -1.874 -0.170
S 2.189 -1.320 0.671
S 1.120 -2.002 -1.980
C 0.592 -0.403 -2.653
C 1.433 0.792 -2.124
C 0.618 2.117 -2.099
N 0.651 2.843 -0.809
C 1.982 3.034 -0.334
O 2.695 3.773 -0.865
O 2.447 2.345 0.739
C -0.235 2.316 0.172
F -0.127 3.093 1.263
F 0.034 1.057 0.581
C -1.741 2.361 -0.229
F -2.423 2.276 0.914
F -2.118 1.310 -0.945
C -2.210 3.689 -0.925
F -3.427 3.965 -0.474
F -1.478 4.720 -0.645
F -2.351 3.512 -2.216
H -0.467 -1.844 3.791
H -1.168 -0.768 2.548
H 0.592 -0.816 2.821
H -1.010 -3.282 2.090
H 0.724 -3.158 2.022
H -0.524 -3.869 -0.966
H -1.802 -3.738 0.191
H -2.237 -2.879 -2.312
H -3.039 -2.279 -0.862
H -1.721 -1.318 -1.517
H 0.670 -0.449 -3.745
H -0.462 -0.187 -2.440
H 1.811 0.494 -1.141
H 2.296 0.898 -2.791
H 1.094 2.778 -2.831
H -0.394 1.949 -2.474
H 2.395 1.383 0.583
C -7.109 -2.959 1.401
C -6.231 -2.967 0.173
C -6.886 -2.629 -1.144
O -5.052 -3.233 0.241
H -6.511 -3.219 2.273
H -7.535 -1.966 1.548
H -7.909 -3.693 1.292
H -7.303 -1.621 -1.106
H -7.678 -3.348 -1.363
H -6.143 -2.672 -1.938
C -3.596 -7.072 -2.278
C -2.453 -6.273 -2.856
C -2.090 -6.533 -4.298
O -1.853 -5.460 -2.192
H -3.747 -6.784 -1.239
H -4.511 -6.869 -2.836
H -3.365 -8.137 -2.319
H -2.942 -6.308 -4.943
H -1.795 -7.576 -4.426
H -1.256 -5.894 -4.581
C 5.233 2.521 2.250
C 5.993 1.279 1.863
C 7.273 1.472 1.087
O 5.596 0.174 2.161
H 4.337 2.238 2.800
H 5.852 3.154 2.889
H 4.936 3.069 1.355
H 7.980 2.061 1.674
H 7.064 1.978 0.143
H 7.716 0.500 0.875
C 3.984 6.532 4.186
C 4.861 6.609 2.960
C 4.240 7.157 1.699
O 6.015 6.247 2.988
H 4.558 6.121 5.014
H 3.636 7.530 4.460
H 3.129 5.881 3.993
H 3.904 8.182 1.863
H 3.397 6.534 1.396
H 4.982 7.154 0.902
```

LUMO, eV: 0.19
Net charge: 0
HOMO level, eV: -7.83
SMILES: CCN(CC)C(=S)SCCCN(C(=O)O)C(F)(F)C(F)(F)C(F)(F)F.CC(C)=O.CC(C)=O.CC(C)=O.CC(C)=O
Orbital gap, eV: 8.023



| no. | F_max (eV Å⁻¹) | energy (hartree) |
| --- | --- | --- |
| 1 | 2.1 | -577.89648 |
| 2 | 5.2 | -373.71573 |
| 3 | 5.6 | -309.69175 |
| 4 | 1.0 | -2857.14614 |
| 5 | 2.8 | -3141.90620 |
| 6 | 4.0 | -2995.45134 |